1.
Molecular formula: C22H47Br2F3O6
Method: DFT, the ωB97M-V functional and the def2-TZVPD basis

Computed properties:
Lowest unoccupied orbital energy, eV: 0.015

CARTESIAN COORDINATES (ANGSTROEM)
1 O 1.3978 -2.2720 1.8189
2 C 2.4072 -1.7134 1.9839
3 O 2.6124 -0.4964 1.4356
4 C 3.0450 0.4748 2.4194
5 C 1.8551 0.8601 3.3172
6 C 2.2302 1.5556 4.6581
7 C 3.4067 0.9501 5.4223
8 F 4.5929 1.3182 4.9151
9 Br 3.3474 1.7960 7.2142
10 C 3.3328 -0.6193 5.6396
11 F 4.2358 -1.2301 4.8895
12 F 2.1282 -1.1027 5.4691
13 Br 3.8441 -1.0831 7.4879
14 H 3.1645 -2.2109 2.6174
15 H 3.3388 1.3542 1.8418
16 H 3.9191 0.0864 2.9529
17 H 1.1687 0.0386 3.5450
18 H 1.2666 1.5938 2.7522
19 H 2.4784 2.5973 4.4203
20 H 1.3598 1.6177 5.3142
21 C -2.2482 -6.0175 -0.4693
22 C -2.3630 -6.5491 0.9501
23 O -1.1190 -6.6928 1.6094
24 C -0.3521 -5.5083 1.7662
25 C -1.0515 -4.4232 2.5641
26 H -1.6089 -6.6684 -1.0690
27 H -3.2338 -5.9667 -0.9351
28 H -1.8155 -5.0165 -0.4964
29 H -2.8062 -7.5456 0.9211
30 H -3.0395 -5.9258 1.5453
31 H -0.0367 -5.1295 0.7882
32 H 0.5572 -5.8060 2.2901
33 H -1.9677 -4.0829 2.0785
34 H -0.3954 -3.5629 2.6808
35 H -1.3238 -4.7940 3.5550
36 C -2.9478 2.5462 4.5513
37 C -2.5566 3.9874 4.2691
38 O -1.3985 4.1185 3.4638
39 C -1.4656 3.5404 2.1693
40 C -2.5659 4.1112 1.2943
41 H -2.1250 2.0155 5.0352
42 H -3.8202 2.5123 5.2056
43 H -3.1962 2.0038 3.6381
44 H -2.3259 4.4841 5.2125
45 H -3.3927 4.5380 3.8251
46 H -1.5547 2.4506 2.2480
47 H -0.5015 3.7386 1.6977
48 H -3.5580 3.9357 1.7134
49 H -2.5330 3.6523 0.3046
50 H -2.4437 5.1903 1.1837
51 C 1.1640 2.2666 -2.7645
52 C -0.3140 2.0016 -2.5357
53 O -1.0673 3.1718 -2.2548
54 C -1.0674 4.1714 -3.2579
55 C -1.6245 3.7004 -4.5910
56 H 1.6017 2.7634 -1.8957
57 H 1.6922 1.3278 -2.9370
58 H 1.3350 2.9091 -3.6300
59 H -0.4256 1.3515 -1.6667
60 H -0.7484 1.4630 -3.3837
61 H -0.0605 4.5863 -3.3803
62 H -1.6915 4.9813 -2.8766
63 H -1.0310 2.8916 -5.0205
64 H -1.6369 4.5239 -5.3070
65 H -2.6437 3.3297 -4.4678
66 C 1.1236 -2.8208 -5.4211
67 C -0.0686 -1.8791 -5.4398
68 O 0.2793 -0.5128 -5.2945
69 C 1.1336 0.0289 -6.2870
70 C 0.5621 -0.0403 -7.6929
71 H 1.6888 -2.7013 -4.4948
72 H 0.7885 -3.8562 -5.4970
73 H 1.8074 -2.6312 -6.2498
74 H -0.7204 -2.1156 -4.5979
75 H -0.6665 -2.0251 -6.3459
76 H 2.1182 -0.4495 -6.2417
77 H 1.2850 1.0751 -6.0150
78 H 0.3968 -1.0683 -8.0179
79 H 1.2460 0.4288 -8.4017
80 H -0.3980 0.4772 -7.7394

2.
Molecular formula: C22H47ClI2NO5P2
Method: DFT, the ωB97M-V functional and the def2-TZVPD basis

Computed properties:
Charge: -1
Lowest unoccupied orbital energy, eV: 2.405

CARTESIAN COORDINATES (ANGSTROEM)
1 C -2.5204 2.8901 -4.2667
2 C -1.2446 2.2590 -4.8024
3 C 0.0052 2.6031 -3.9845
4 C 0.6846 1.4007 -3.3476
5 C -0.2634 0.4640 -2.5741
6 C -0.4621 -0.8782 -3.2609
7 C -1.6943 -1.6935 -2.8689
8 C -3.0597 -1.0163 -3.0125
9 C -4.1410 -1.5092 -2.0310
10 C -3.7924 -1.5418 -0.5348
11 C -3.2250 -0.2372 0.0068
12 C -3.5041 0.0098 1.5026
13 P -1.9432 0.2636 2.6124
14 C -0.3136 0.4896 3.6579
15 C 0.9394 0.4300 2.8055
16 C 2.0336 -0.4913 3.3287
17 Cl 1.6847 2.1233 2.7479
18 C -2.5563 1.9984 3.2677
19 I -3.1014 1.9758 5.3545
20 C -2.7098 3.1472 2.6756
21 C -3.1704 4.4212 3.3202
22 I -2.3210 3.3362 0.6097
23 P -1.2564 -1.8684 2.0796
24 N -0.3772 -2.0057 0.7707
25 O -0.3746 -2.4638 3.3445
26 O -2.5445 -2.8987 2.0380
27 H -2.8174 2.4236 -3.3360
28 H -2.4297 3.9585 -4.1420
29 H -3.3385 2.7237 -4.9612
30 H -1.3939 1.1889 -4.8605
31 H -1.0988 2.6403 -5.8055
32 H 0.7361 3.0272 -4.6672
33 H -0.1740 3.3724 -3.2476
34 H 1.4413 1.7712 -2.6630
35 H 1.2041 0.8110 -4.0968
36 H -1.1883 0.9815 -2.3765
37 H 0.1577 0.2681 -1.5957
38 H -0.4037 -0.7205 -4.3366
39 H 0.3970 -1.4882 -3.0051
40 H -1.5481 -2.0980 -1.8797
41 H -1.7024 -2.5447 -3.5432
42 H -3.4294 -1.2749 -4.0010
43 H -3.0093 0.0612 -3.0065
44 H -4.4284 -2.5147 -2.3243
45 H -5.0138 -0.8756 -2.1606
46 H -4.6752 -1.8106 0.0333
47 H -3.0983 -2.3589 -0.3991
48 H -2.1762 -0.1476 -0.2218
49 H -3.7040 0.5588 -0.5589
50 H -4.1485 -0.7502 1.9219
51 H -4.0745 0.9265 1.5708
52 H -1.1901 0.7948 1.5027
53 H -2.6224 -0.3515 3.7490
54 H -0.2788 -0.1640 4.5192
55 H -0.3557 1.4870 4.0641
56 H 0.7515 0.1948 1.7654
57 H 2.0067 -0.5637 4.4040
58 H 2.9905 -0.1346 2.9828
59 H 1.8838 -1.4619 2.8742
60 H -2.5613 4.6111 4.1866
61 H -4.2142 4.3166 3.5821
62 H -3.0250 5.2575 2.6548
63 H -0.8442 -2.6688 0.1546
64 H 0.0427 -3.2893 3.0479
65 H -2.5372 -3.4380 2.8430
66 C 7.4128 -3.5255 1.8577
67 C 7.9137 -2.8631 0.5912
68 O 6.8616 -2.1957 -0.1143
69 C 6.4765 -1.0242 0.4047
70 O 6.9535 -0.4916 1.3744
71 O 5.4818 -0.5528 -0.3399
72 C 4.9029 0.6676 0.1416
73 H 6.5815 -4.1948 1.6324
74 H 8.2118 -4.0995 2.3282
75 H 7.0535 -2.7866 2.5718
76 H 8.2930 -3.6174 -0.0965
77 H 8.7264 -2.1661 0.7975
78 H 5.6643 1.4308 0.2858
79 H 4.3667 0.4885 1.0711
80 H 4.1976 1.0037 -0.6123

3.
Molecular formula: C22H47NO4PtSi2
Method: DFT, the ωB97M-V functional and the def2-TZVPD basis

Computed properties:
Spin multiplicity: 3
Lowest unoccupied orbital energy (spin up / spin down), eV: -0.014 / -0.015

CARTESIAN COORDINATES (ANGSTROEM)
1 O -1.8108 -2.5754 -0.6885
2 O -3.2711 -1.6393 -2.1889
3 C -0.6273 -3.3321 -1.1070
4 C 0.3781 -3.4951 -0.0006
5 H -0.2152 -2.7601 -1.9414
6 H -0.9461 -4.3223 -1.4676
7 H 0.5603 -2.5671 0.5653
8 H 1.3339 -3.7835 -0.4546
9 H 0.0951 -4.2913 0.6979
10 C -2.4425 -2.9726 0.6117
11 C -3.5490 -3.9490 0.3714
12 H -2.7920 -2.0243 1.0463
13 H -1.6482 -3.3783 1.2389
14 H -4.2345 -3.5783 -0.3938
15 H -4.1221 -4.0680 1.2998
16 H -3.1676 -4.9342 0.0686
17 C -3.4445 -0.2270 -1.8814
18 C -2.9515 -1.7821 -3.6061
19 C -3.6214 0.0030 -0.4089
20 H -4.3249 0.0621 -2.4510
21 H -2.5738 0.3410 -2.2731
22 H -4.2792 -0.7374 0.0668
23 H -4.0666 0.9938 -0.2749
24 H -2.6465 0.0284 0.1010
25 C -3.6761 -2.9840 -4.1353
26 H -1.8621 -1.8582 -3.7253
27 H -3.2966 -0.8757 -4.1092
28 H -3.2637 -3.9190 -3.7385
29 H -3.5665 -2.9865 -5.2172
30 H -4.7409 -2.9308 -3.8997
31 H -2.5850 -2.2240 -1.4771
32 Pt 1.6570 1.2516 1.1561
33 C 0.8716 1.3005 -0.6363
34 Si 1.3983 1.4864 -2.4552
35 H 0.1197 2.1025 -0.5237
36 H 0.2632 0.3613 -0.7285
37 C 1.6185 -0.2240 -3.1696
38 C 2.8980 2.5447 -2.8382
39 C -0.1374 2.2141 -3.2831
40 C 3.0167 2.6420 1.0007
41 Si 3.9973 1.6545 2.2939
42 H 2.6876 3.6388 1.3396
43 H 3.4433 2.6892 -0.0114
44 C 5.7030 2.4786 2.1439
45 C 4.1801 -0.1964 1.9790
46 C 3.2588 1.8865 4.0101
47 H 0.1783 2.9341 -4.0470
48 H -0.7891 2.7346 -2.5663
49 H -0.7453 1.4472 -3.7772
50 H 2.6652 -0.5450 -3.1131
51 H 1.3405 -0.2163 -4.2294
52 H 0.9964 -0.9698 -2.6615
53 H 3.8184 2.0255 -2.5336
54 H 2.8560 3.5220 -2.3372
55 H 2.9682 2.7304 -3.9209
56 H 4.6113 -0.3780 0.9863
57 H 3.2256 -0.7447 2.0344
58 H 4.8602 -0.6125 2.7332
59 H 2.5123 1.1192 4.2564
60 H 2.7787 2.8691 4.1049
61 H 4.0659 1.8282 4.7539
62 H 6.3931 2.1099 2.9147
63 H 5.6009 3.5669 2.2561
64 H 6.1386 2.2761 1.1554
65 O -0.8323 -1.5343 2.8544
66 C -0.2679 -0.5048 2.4678
67 O 0.6638 -0.4730 1.5431
68 C -0.6279 0.8246 3.0246
69 C -1.6038 1.0702 3.9831
70 C -1.8518 2.3931 4.3561
71 C -1.1007 3.4220 3.7465
72 C -0.1295 3.0998 2.8072
73 N 0.1245 1.8160 2.4868
74 H -2.1184 0.1962 4.4072
75 H -2.6001 2.6252 5.1035
76 H -1.2431 4.4698 4.0043
77 H 0.4948 3.8350 2.3017